{"formula": "C27H16F9N4OS3TbTe", "method": "the ωB97M-V functional and the def2-TZVPD basis", "species": ["Tb", "N", "C", "C", "C", "C", "C", "C", "N", "C", "C", "C", "S", "C", "N", "H", "H", "H", "H", "H", "H", "H", "S", "C", "N", "C", "C", "C", "C", "C", "C", "S", "H", "H", "H", "H", "F", "C", "F", "F", "C", "O", "C", "F", "F", "F", "C", "F", "F", "F", "Te", "C", "C", "C", "C", "C", "C", "H", "H", "H", "H", "H"], "positions_angstrom": [[-1.3909, 0.0629, 0.3456], [0.8417, -1.5461, 4.2155], [2.0195, -1.6077, 3.5062], [3.3056, -1.8808, 3.9393], [4.2380, -2.0031, 2.9314], [3.9855, -1.8272, 1.5905], [2.7441, -1.4978, 1.1666], [1.7627, -1.3074, 2.1477], [0.4322, -0.9157, 2.0921], [-0.0493, -0.9850, 3.3068], [-1.3575, -0.5486, 3.7029], [-1.9385, -0.5545, 4.9409], [-3.4734, 0.2701, 4.8364], [-3.2253, 0.6288, 3.1995], [-2.1217, 0.1283, 2.7212], [0.7877, -1.6193, 5.1919], [3.6321, -2.0762, 4.9561], [5.2873, -2.1761, 3.2128], [4.7396, -1.8991, 0.8577], [2.6726, -1.1194, 0.1950], [-1.3904, -0.8518, 5.8506], [-3.9567, 1.1503, 2.5880], [-3.4705, 1.9099, -0.0286], [-3.0122, 1.5805, -1.6311], [-2.0516, 0.6895, -1.8579], [-1.6025, 0.6521, -3.1659], [-0.5635, -0.1112, -3.6614], [-0.1356, -0.0221, -4.9779], [-0.7794, 0.9327, -5.8165], [-1.8808, 1.6998, -5.3521], [-2.2423, 1.5716, -4.0033], [-3.4952, 2.4272, -3.0807], [-0.0569, -0.7710, -2.9788], [0.7389, -0.5971, -5.2300], [-0.3601, 1.1323, -6.7616], [-2.2105, 2.4806, -6.0462], [2.4432, 4.2065, 0.6945], [1.9711, 3.0828, 0.1300], [2.6736, 2.0254, 0.5249], [2.2042, 3.3001, -1.1324], [0.5045, 2.8852, 0.4555], [0.0428, 1.6435, 0.0627], [0.2851, 3.0764, 1.9790], [0.4061, 4.3937, 2.3669], [1.1921, 2.3259, 2.6330], [-0.9085, 2.6711, 2.3548], [-0.2700, 4.0312, -0.2651], [-0.6559, 3.6358, -1.5237], [0.5174, 5.1248, -0.3949], [-1.3832, 4.4980, 0.3077], [-3.2625, -2.5031, 0.0993], [-1.5171, -2.9325, -1.0795], [-0.2624, -2.9344, -0.4235], [0.8884, -3.1810, -1.1806], [0.7755, -3.4436, -2.5407], [-0.5061, -3.5115, -3.1590], [-1.6287, -3.3261, -2.4275], [-0.2328, -2.7798, 0.5749], [1.8659, -3.1902, -0.7501], [1.6662, -3.5969, -3.1237], [-0.5834, -3.6935, -4.2403], [-2.6479, -3.2068, -2.8450]], "forces_ev_per_a": [[0.13, -0.35, -0.48], [0.02, 1.40, -2.78], [0.90, -0.58, -0.07], [0.41, -0.65, -0.37], [1.93, -0.19, 1.14], [-0.31, -0.23, 0.28], [-0.95, 1.21, 1.13], [-0.49, -0.58, 1.03], [-0.81, 0.63, -0.30], [0.67, -1.16, 0.73], [-1.99, 1.38, -0.48], [0.43, 0.39, -0.50], [0.55, -0.25, 0.87], [0.52, -0.81, -0.03], [0.46, -0.39, 0.55], [-0.31, 0.06, 1.16], [-0.41, 0.17, -0.02], [-0.55, -0.07, -0.01], [0.98, -0.11, -0.48], [-0.77, 0.13, -1.48], [-1.02, 0.09, -0.43], [0.13, -0.08, 0.13], [-0.54, 0.08, 0.39], [1.28, -0.61, -0.69], [-0.25, -0.07, 0.09], [-0.52, 0.80, -0.22], [0.41, -0.54, 0.06], [-1.14, 1.41, 0.48], [-0.54, -0.53, 1.95], [1.72, -0.28, -0.32], [-0.77, 0.20, -0.47], [0.42, -0.21, -0.19], [0.15, -0.28, 0.16], [0.03, 0.01, -0.54], [0.14, 0.13, -1.14], [-0.40, -0.33, 0.60], [0.58, -0.35, 1.38], [0.72, 0.72, 0.50], [0.36, -0.09, 0.10], [-0.11, -0.81, -2.06], [-1.98, -0.68, -0.26], [0.65, 1.03, 0.71], [1.03, 1.07, 0.03], [0.06, -1.51, -0.16], [-0.23, 0.41, 0.34], [-0.64, -0.20, 0.18], [-0.66, 1.10, -1.90], [0.74, 0.21, 1.18], [-0.41, -0.31, -0.32], [0.09, -0.73, 0.51], [0.51, 0.29, -0.11], [0.07, -0.53, 1.15], [-0.69, -0.32, -3.96], [-0.57, -0.15, -0.80], [-1.01, -0.01, -0.05], [1.82, -0.42, -0.82], [-1.59, 1.71, 0.97], [0.23, 0.41, 3.03], [0.40, 0.03, 0.39], [0.15, -0.08, -0.19], [0.13, 0.00, 0.52], [0.85, -0.56, -0.07]], "mulliken_charge": [0.221, -0.075, 0.930, -1.025, -0.401, -0.920, -1.010, -0.500, 1.208, 0.145, -0.488, -0.376, -0.159, -0.252, 0.576, 0.224, 0.399, 0.341, 0.482, 0.867, 0.322, 0.277, -0.510, 0.552, 0.205, -0.722, -0.051, -0.840, -0.432, -0.503, 1.002, -0.267, 0.308, 0.457, 0.415, 0.340, -0.264, 0.303, -0.139, -0.263, 1.203, -0.143, 0.167, -0.294, -0.255, -0.094, 0.203, -0.150, -0.259, -0.266, -0.188, -0.399, -1.187, -0.536, -0.671, -0.276, -0.407, 1.484, 0.546, 0.429, 0.369, 0.345], "energy_ha": -4518.7847, "e_homo_ev": [-6.8926, -6.9038], "max_force_ev_per_a": 4.03, "lumo_ev": [-0.890, -0.890], "s2": 12.689, "multiplicity": 7}

{"formula": "C27H17BrCdF5IN2O3S4", "method": "the ωB97M-V functional and the def2-TZVPD basis", "species": ["Cd", "O", "C", "O", "C", "C", "C", "C", "C", "C", "N", "C", "C", "C", "C", "C", "C", "N", "H", "H", "H", "H", "H", "H", "H", "H", "H", "H", "F", "C", "C", "F", "C", "F", "C", "S", "C", "F", "C", "F", "S", "C", "S", "S", "Br", "C", "C", "C", "C", "C", "C", "I", "H", "H", "H", "H", "C", "O", "H", "H", "H"], "positions_angstrom": [[0.6747, -0.3007, -0.5750], [-5.0753, 1.8311, 4.0160], [-5.2364, 0.5375, 3.6659], [-6.1278, -0.1031, 4.1618], [-4.2768, -0.0202, 2.6672], [-3.3888, 0.7671, 1.9367], [-2.5069, 0.1849, 1.0460], [-2.4886, -1.1982, 0.8915], [-3.4079, -1.9875, 1.5822], [-4.2968, -1.3987, 2.4624], [-1.4826, -1.7015, 0.0262], [-1.4151, -2.9310, -0.2774], [-0.3393, -3.4308, -1.1609], [-0.2960, -4.7846, -1.4873], [0.7287, -5.2221, -2.3109], [1.6522, -4.2975, -2.7712], [1.5187, -2.9639, -2.4019], [0.5408, -2.5440, -1.6149], [-4.2805, 2.1929, 3.6051], [-3.3553, 1.8484, 2.0224], [-1.8398, 0.7886, 0.4497], [-3.4254, -3.0621, 1.4662], [-5.0040, -1.9964, 3.0197], [-2.1208, -3.6919, 0.0689], [-1.0437, -5.4646, -1.1012], [0.8046, -6.2667, -2.5883], [2.4712, -4.5885, -3.4151], [2.1998, -2.1975, -2.7496], [-2.3347, 4.2212, 4.6410], [-1.6383, 3.2284, 4.0568], [-1.0321, 3.4199, 2.8252], [-1.1433, 4.6085, 2.2188], [-0.3098, 2.3949, 2.2365], [0.2469, 2.6545, 1.0556], [-0.1570, 1.1360, 2.8247], [0.6707, -0.2053, 2.0792], [-0.7728, 0.9943, 4.0756], [-0.7045, -0.1710, 4.7338], [-1.4982, 2.0001, 4.6841], [-2.0728, 1.7977, 5.8800], [-1.2816, 2.2159, -4.4989], [-0.5570, 1.0544, -3.5191], [-0.5635, 1.4524, -1.7812], [0.1892, -0.3674, -4.0433], [6.7320, 2.0546, -1.9447], [5.1358, 2.5437, -2.8820], [5.2486, 3.5789, -3.7988], [4.1276, 3.9800, -4.5075], [2.9112, 3.3460, -4.2941], [2.8238, 2.3134, -3.3751], [3.9378, 1.8917, -2.6496], [3.6282, 0.2870, -1.3156], [6.2038, 4.0625, -3.9495], [4.2096, 4.7881, -5.2242], [2.0157, 3.6343, -4.8290], [1.8706, 1.8242, -3.2196], [2.9925, -2.5576, 0.7896], [2.5215, -1.5476, -0.0045], [3.8766, -3.0590, 0.3467], [2.2432, -3.3590, 0.9586], [3.2974, -2.2147, 1.7961]], "forces_ev_per_a": [[-0.09, -0.28, 0.01], [-0.07, -0.02, 0.03], [0.00, -0.06, -0.02], [0.01, 0.07, -0.01], [-0.08, 0.04, 0.03], [-0.03, -0.09, -0.07], [-0.24, -0.18, 0.04], [0.16, -0.05, -0.22], [-0.02, 0.14, 0.16], [0.13, 0.05, -0.06], [-0.20, -0.46, 0.06], [0.10, 0.32, -0.09], [-0.13, 0.00, 0.04], [0.18, 0.11, -0.09], [-0.04, 0.02, 0.03], [0.05, 0.07, -0.03], [-0.03, -0.02, -0.01], [-0.23, -0.29, 0.17], [0.07, 0.01, 0.02], [-0.06, -0.01, 0.03], [0.05, 0.00, -0.05], [0.04, -0.01, 0.01], [-0.02, 0.01, 0.02], [-0.03, 0.06, 0.02], [-0.02, 0.00, 0.02], [0.01, 0.01, 0.00], [-0.02, -0.03, 0.00], [0.02, -0.04, 0.00], [-0.02, 0.06, 0.04], [0.06, -0.13, -0.09], [-0.01, -0.11, 0.12], [-0.01, 0.07, -0.02], [-0.01, 0.12, 0.11], [0.05, -0.03, -0.09], [-0.07, -0.37, 0.00], [0.13, 0.33, 0.28], [-0.03, 0.07, -0.04], [0.01, -0.06, -0.01], [0.06, 0.12, -0.14], [-0.04, 0.01, 0.08], [-0.02, 0.00, -0.15], [-0.01, 0.11, 0.36], [0.07, 0.14, -0.11], [0.07, -0.05, -0.09], [-0.05, -0.01, -0.02], [0.21, 0.03, 0.04], [-0.04, 0.02, -0.02], [-0.02, 0.03, -0.03], [0.01, -0.04, 0.05], [-0.08, 0.04, -0.03], [-0.04, -0.03, -0.03], [0.31, 0.08, -0.09], [0.03, 0.00, 0.00], [0.00, 0.01, -0.01], [0.00, 0.02, -0.03], [0.01, -0.02, 0.01], [-0.08, -0.14, 0.20], [0.07, 0.29, -0.31], [0.00, 0.02, 0.00], [-0.01, 0.01, -0.02], [-0.02, -0.01, -0.02]], "mulliken_charge": [1.644, -0.540, 0.647, -0.624, 0.566, -0.956, 0.037, 0.694, -0.730, -1.253, 0.148, -0.201, 0.206, -0.762, -0.395, -0.820, -0.411, 0.597, 0.255, 0.745, -0.063, 0.230, 0.441, 0.157, 0.364, 0.397, 0.383, 0.383, -0.407, 0.512, 0.065, -0.356, 0.071, -0.440, 0.469, -0.534, 0.121, -0.407, 0.432, -0.403, -0.438, -0.146, -0.364, -0.359, -0.267, 0.470, -0.494, -0.390, -0.593, 0.265, -0.485, 0.200, 0.354, 0.333, 0.409, -0.185, -1.102, -0.131, 0.228, 0.209, 0.228], "energy_ha": -6505.9417, "e_homo_ev": -1.2818, "max_force_ev_per_a": 0.50, "lumo_ev": 3.411, "total_charge": -2}

{"formula": "C27H17Cl2O4PS3Se3TeW", "method": "the ωB97M-V functional and the def2-TZVPD basis", "species": ["W", "Cl", "C", "C", "C", "Cl", "C", "O", "C", "C", "O", "C", "H", "H", "H", "Se", "Se", "Te", "Se", "O", "C", "O", "C", "C", "C", "C", "C", "C", "P", "C", "C", "C", "C", "C", "C", "C", "C", "C", "C", "C", "C", "H", "H", "H", "H", "H", "H", "H", "H", "H", "H", "H", "H", "H", "H", "S", "C", "S", "S"], "positions_angstrom": [[-1.4614, 0.8652, -1.2750], [-1.9833, 6.2971, 3.6684], [-2.1756, 5.0535, 2.4690], [-3.4766, 4.6905, 2.0642], [-3.6703, 3.6993, 1.1486], [-5.2584, 3.2397, 0.6775], [-2.5671, 3.0139, 0.5622], [-2.7974, 2.0387, -0.2240], [-1.2621, 3.4393, 0.9411], [-0.1004, 2.8783, 0.3760], [-0.0637, 2.0943, -0.5840], [-1.0932, 4.4398, 1.9339], [-4.3357, 5.1955, 2.4860], [0.8801, 3.1774, 0.7590], [-0.0931, 4.7221, 2.2406], [-3.3289, 1.0749, -2.9007], [-4.9587, 2.0861, -4.0215], [-2.7716, 4.6834, -3.8633], [-1.6254, 2.8098, -2.7535], [-2.9203, -0.4789, -0.4152], [-2.0298, -0.6408, 0.4704], [-1.2621, 0.3729, 0.7063], [-1.5822, -1.9084, 1.0545], [-2.3699, -2.8288, 1.7209], [-1.7428, -3.8957, 2.3493], [-0.3631, -4.0331, 2.2778], [0.4060, -3.1514, 1.5254], [-0.1899, -2.0597, 0.9099], [0.6417, -0.9857, -0.3762], [1.6109, -2.2750, -1.2300], [2.9148, -2.0485, -1.6643], [3.5673, -2.9919, -2.4448], [2.9294, -4.1709, -2.7959], [1.6340, -4.4121, -2.3567], [0.9748, -3.4663, -1.5893], [1.8886, -0.0202, 0.5474], [2.6487, 0.9212, -0.1529], [3.5418, 1.7454, 0.5190], [3.6913, 1.6351, 1.8972], [2.9455, 0.7006, 2.5983], [2.0373, -0.1136, 1.9301], [-3.4433, -2.6980, 1.7665], [-2.3333, -4.6216, 2.8931], [0.1212, -4.8467, 2.8029], [1.4706, -3.3184, 1.4114], [3.4308, -1.1372, -1.3983], [4.5711, -2.7913, -2.7983], [3.4331, -4.8952, -3.4235], [1.1232, -5.3262, -2.6313], [-0.0431, -3.6541, -1.2757], [2.5319, 1.0198, -1.2254], [4.1068, 2.4851, -0.0343], [4.3933, 2.2734, 2.4193], [3.0643, 0.6048, 3.6705], [1.4355, -0.8182, 2.4898], [0.4978, -1.9113, -4.7150], [-0.1378, -0.9713, -3.5474], [-1.4974, -1.3564, -2.5560], [0.4463, 0.5698, -3.0342]], "forces_ev_per_a": [[0.92, -2.62, 0.65], [-0.05, -0.07, -0.07], [-0.08, 0.13, 0.15], [-0.03, 0.07, 0.05], [0.06, 0.06, -0.01], [-0.01, -0.03, -0.03], [0.28, 0.29, 0.26], [-0.33, 0.02, 0.03], [-0.11, 0.07, 0.38], [0.01, 0.84, 0.54], [1.36, 0.20, -0.17], [0.19, 0.00, -0.12], [0.04, 0.00, 0.03], [-0.07, 0.11, 0.07], [-0.03, 0.00, -0.03], [-1.84, -1.51, -2.52], [-0.03, 0.39, 0.65], [-0.15, -0.16, 0.63], [1.09, 2.88, -2.68], [0.12, -0.63, 0.67], [-0.70, -0.08, 0.35], [-0.47, -0.52, 0.69], [0.37, 0.23, 0.17], [0.02, 0.00, 0.01], [-0.05, -0.02, -0.04], [0.04, 0.00, 0.01], [0.03, 0.05, 0.00], [-0.18, -0.04, -0.25], [0.28, -0.36, 0.65], [-0.11, 0.14, -0.29], [0.00, -0.03, 0.00], [0.03, 0.05, -0.01], [-0.07, -0.01, -0.01], [0.00, 0.04, 0.06], [0.10, -0.06, 0.04], [-0.11, 0.06, 0.06], [0.07, 0.06, 0.05], [-0.11, -0.04, 0.00], [0.05, 0.00, -0.07], [-0.08, -0.04, 0.00], [-0.01, 0.04, -0.05], [0.02, 0.02, 0.03], [0.03, 0.03, 0.02], [-0.01, -0.03, -0.07], [-0.02, -0.03, 0.00], [0.00, 0.03, -0.02], [-0.01, -0.02, 0.05], [0.00, 0.00, 0.03], [0.02, 0.02, -0.01], [-0.03, 0.00, -0.02], [-0.03, 0.02, 0.02], [0.04, -0.05, 0.00], [-0.02, -0.01, -0.01], [-0.03, 0.01, -0.02], [0.03, 0.01, 0.02], [-0.05, 0.09, -0.01], [0.10, -0.10, -0.17], [-0.04, 0.35, -0.02], [-0.43, 0.16, 0.30]], "mulliken_charge": [-0.142, -0.224, 0.148, -0.469, 0.252, -0.187, -0.020, -0.017, 1.164, 0.111, 0.147, -1.257, 0.463, 0.230, 0.499, 0.130, -0.342, -0.100, -0.253, -0.677, 0.696, -0.498, -0.296, -0.559, -0.637, -0.757, 0.540, -0.812, 1.944, 0.369, -0.497, -0.654, -0.529, -0.798, -0.345, 0.671, -0.299, -0.829, -0.693, -0.730, -0.811, 0.545, 0.416, 0.472, 0.551, 0.299, 0.427, 0.384, 0.386, 0.421, 0.290, 0.437, 0.417, 0.436, 0.395, -0.165, 0.542, -0.077, -0.112], "energy_ha": -11335.7105, "e_homo_ev": [-7.0576, -7.0542], "max_force_ev_per_a": 4.08, "lumo_ev": [-1.941, -1.960]}